No. 1
DFT (ωB97M-V/def2-TZVPD) results for a cluster of 2 separate species, C4H6 in total at a distorted geometry.

Structure (XYZ):
```
10
Properties=species:S:1:pos:R:3
C 1.7783 -0.2782 -0.2527
C 0.7397 0.4958 0.2465
C -0.5776 -0.1522 0.5206
C -1.7058 0.1492 -0.2717
H 2.7039 0.2323 -0.3723
H 1.4983 -1.1514 -0.6424
H 0.9369 1.7151 0.6762
H -0.5417 -1.0166 1.5209
H -1.8202 0.6433 -1.2244
H -3.0118 -0.6373 -0.2006
```

Calculated values
Total charge   0
HOMO energy   -9.417 eV
Calculated total energy   -4239.975 eV
HOMO-LUMO gap   10.162 eV
ΔE to the lowest compared entry with this formula, charge and spin   3.986 eV

=====

No. 2
DFT (ωB97M-V/def2-TZVPD) results for a structure of composition C11H11BrNO3SbSe5W.

Structure (XYZ):
```
34
Properties=species:S:1:pos:R:3
W 1.7358 0.5713 -0.2679
C 0.0951 -2.5852 1.0189
C 1.1472 -1.6167 1.5197
C 1.2790 -1.5773 3.0225
O 0.7534 -0.2912 1.0398
H 0.3559 -3.5994 1.3233
H 0.0198 -2.5590 -0.0688
H -0.8761 -2.3339 1.4469
H 2.1218 -1.8562 1.0668
H 0.3345 -1.2703 3.4747
H 2.0510 -0.8773 3.3436
H 1.5393 -2.5677 3.3971
Se 4.3833 4.2691 3.5764
Sb 3.2276 2.2367 3.9302
Se 0.7668 2.2916 3.6379
Se 3.4925 0.5347 5.5576
Se 3.8093 1.2170 1.1995
Se 2.3740 2.8142 0.3218
C 3.5706 0.0534 -2.5213
N 3.1674 -0.2641 -1.4575
Br -1.1240 -1.9593 -3.5279
C -2.1805 -0.4826 -3.0138
C -3.4601 -0.4263 -3.5449
C -4.3128 0.6124 -3.2116
C -3.9028 1.6097 -2.3382
C -2.6308 1.5584 -1.8057
C -1.7514 0.5207 -2.1372
C -0.4272 0.5750 -1.5129
O -0.1325 1.4787 -0.6628
O 0.5222 -0.2471 -1.7508
H -3.7829 -1.2051 -4.2210
H -5.3068 0.6376 -3.6388
H -4.5706 2.4177 -2.0748
H -2.2878 2.3204 -1.1210
```

Calculated values
Spin multiplicity   3
Total charge   0
HOMO energy (spin up / spin down)   -8.359 / -8.342 eV
Calculated total energy   -424355.675 eV
Expectation value of S²   2.0148
HOMO-LUMO gap (spin up / spin down)   6.485 / 5.753 eV
ΔE to the lowest compared entry with this formula, charge and spin   0.105 eV